{
  "formula": "C21H34Cl2IN2Tc",
  "method": "wB97M-V/def2-TZVPD",
  "total_energy_ha": -2227.846950,
  "homo_energy_ev": [-18.07, -17.63],
  "s_squared": 3.81,
  "lumo_energy_ev": [-9.8, -14.1],
  "multiplicity": 4,
  "fmax_ev_per_a": 3.8,
  "molar_mass_da": 610.33,
  "charge": 3,
  "gap_ev": [8.26, 3.58],
  "species": ["I", "Tc", "Cl", "Cl", "N", "N", "C", "C", "C", "C", "C", "C", "C", "C", "C", "C", "C", "C", "C", "C", "C", "C", "C", "C", "C", "C", "C", "H", "H", "H", "H", "H", "H", "H", "H", "H", "H", "H", "H", "H", "H", "H", "H", "H", "H", "H", "H", "H", "H", "H", "H", "H", "H", "H", "H", "H", "H", "H", "H", "H", "H"],
  "xyz": [[1.92473, -0.46670, -5.65867], [0.12069, 0.01809, 0.27464], [-1.51677, 1.35989, -1.02322], [-2.03869, -1.17745, 0.13769], [0.64434, -0.83570, -1.59800], [0.66219, -2.13652, -1.97078], [3.68797, 0.70591, 0.48564], [3.12544, -2.68277, 1.51631], [0.55633, -0.03769, 2.55862], [1.29442, -0.99444, -3.74824], [0.38075, 1.33184, 2.23700], [1.04742, -2.26854, -3.24550], [0.39808, 3.17826, 3.77301], [2.36694, 0.53917, 1.21649], [-1.55682, 1.58096, 3.79958], [1.80386, -0.54392, 2.03498], [1.13777, -2.75304, 3.00336], [-1.27820, 3.20241, 1.90037], [3.80478, -0.23669, -0.73097], [2.31687, -1.87060, 2.53647], [3.81171, 2.14681, -0.04507], [-0.54509, 2.29910, 2.90487], [-2.72772, 0.05502, -0.95563], [4.87115, 0.48123, 1.44797], [3.16066, -1.55444, 3.80037], [1.43135, 1.62388, 1.29983], [1.02774, -0.13885, -2.68435], [1.11443, 0.93766, -2.67865], [3.82793, 2.87826, 0.76599], [-0.21777, 3.87418, 4.34122], [4.04441, -0.96554, 3.58635], [1.61751, 2.61373, 0.90625], [-2.88019, -0.36582, -1.94597], [-0.60568, 3.64312, 1.16036], [-2.13644, 0.83790, 3.24362], [1.08875, 3.75552, 3.15666], [0.66390, -2.37163, 3.90827], [1.51727, -3.74119, 3.25272], [4.74712, 1.03749, 2.37819], [-1.75180, 4.01952, 2.44171], [5.77766, 0.84814, 0.96827], [-2.25718, 2.30733, 4.20790], [0.96973, 2.57120, 4.47713], [0.38105, -2.87897, 2.22141], [4.83968, -0.24012, -1.07113], [2.54531, -2.85625, 0.60544], [3.48561, -2.50345, 4.22721], [3.19057, 0.12802, -1.55407], [2.56948, -1.02850, 4.55245], [1.12486, -3.23047, -3.72958], [3.35984, -3.65421, 1.94769], [4.07317, -2.22197, 1.25501], [3.52045, -1.26240, -0.50709], [-0.04273, -0.55405, 3.29336], [-1.07196, 1.08887, 4.64483], [4.75457, 2.24269, -0.57931], [-3.65589, 0.43650, -0.53756], [5.04164, -0.56926, 1.66137], [-2.06868, 2.64742, 1.39142], [0.42659, -2.88074, -1.33338], [3.01669, 2.39437, -0.75404]],
  "atomic_forces_ev_per_a": [[-0.44, -0.48, 1.38], [1.66, 0.96, 3.31], [-0.14, 0.34, -0.16], [-0.18, -0.23, 0.18], [0.81, 0.79, -1.74], [0.51, 0.09, -1.48], [0.16, 0.02, -0.38], [0.03, 0.11, 0.26], [0.24, 0.25, -0.06], [0.39, 0.11, -1.51], [0.30, -0.81, -0.75], [-0.17, -1.05, 0.40], [-0.21, -0.15, -0.06], [-1.01, -0.23, -0.11], [0.09, 0.02, -0.04], [-0.84, 0.46, -0.75], [0.11, 0.04, -0.06], [0.05, -0.15, 0.14], [0.14, 0.05, 0.20], [-0.03, -0.34, 0.08], [0.06, -0.14, 0.03], [-0.07, 0.42, -0.04], [-0.41, -0.02, -0.22], [-0.05, -0.02, -0.08], [-0.05, -0.16, -0.13], [-0.26, 0.04, 0.05], [-0.45, 0.34, 1.39], [-0.05, -0.03, 0.20], [-0.04, -0.01, -0.08], [0.04, 0.03, 0.05], [0.10, 0.07, -0.07], [-0.11, -0.16, -0.09], [0.06, 0.00, 0.06], [-0.01, -0.01, 0.01], [-0.02, 0.02, 0.01], [-0.02, 0.00, 0.02], [-0.03, -0.02, -0.08], [0.02, -0.04, 0.00], [-0.01, -0.06, 0.01], [-0.02, 0.03, -0.03], [0.01, 0.05, -0.02], [-0.02, 0.01, 0.02], [0.00, 0.03, 0.00], [-0.01, 0.02, 0.03], [0.03, -0.02, -0.05], [-0.01, -0.03, -0.03], [0.01, 0.01, 0.06], [0.03, 0.07, -0.01], [-0.02, -0.04, -0.04], [-0.02, -0.09, 0.07], [-0.02, -0.03, 0.00], [-0.03, 0.01, -0.06], [0.03, 0.04, -0.01], [-0.07, -0.08, -0.23], [-0.02, -0.01, -0.03], [0.05, -0.02, -0.02], [0.06, 0.00, 0.06], [-0.05, 0.00, 0.15], [0.00, 0.05, -0.01], [-0.07, -0.13, 0.22], [-0.02, 0.06, 0.05]]
}